#A
# C30H29N5OP2S2Tl

A molecular structure, C30H29N5OP2S2Tl (wB97M-V/def2-TZVPD, the OMol25 dataset).

* highest occupied orbital energy: -10.70 eV
* LUMO energy: -3.013 eV

ORCA input file:
```
! wB97M-V def2-TZVPD RIJCOSX def2/J DEFGRID3
* xyz 1 1
Tl 0.04 -1.43 -3.14
S -1.97 0.49 -1.15
P -1.78 -0.73 0.45
C -0.40 -0.49 -0.55
P 1.00 0.54 -0.18
S 1.80 1.21 -1.87
C 0.63 1.90 0.96
C 0.08 3.08 0.46
C -0.22 4.13 1.31
C 0.04 4.02 2.67
C 0.59 2.85 3.17
C 0.89 1.79 2.32
C 2.10 -0.60 0.68
C 3.46 -0.64 0.40
C 4.28 -1.54 1.07
C 3.74 -2.41 2.00
C 2.38 -2.39 2.28
C 1.56 -1.48 1.62
C -2.47 -2.36 0.43
C -3.70 -2.61 1.04
C -4.23 -3.89 1.00
C -3.52 -4.91 0.38
C -2.29 -4.67 -0.21
C -1.76 -3.39 -0.20
C -2.08 0.02 2.04
C -1.84 -0.76 3.18
C -2.02 -0.20 4.43
C -2.45 1.12 4.55
C -2.71 1.88 3.42
C -2.52 1.34 2.16
H -0.08 3.18 -0.61
H -0.63 5.05 0.91
H -0.19 4.84 3.33
H 0.80 2.76 4.23
H 1.34 0.90 2.73
H 3.88 0.02 -0.35
H 5.33 -1.57 0.83
H 4.38 -3.12 2.51
H 1.95 -3.07 3.00
H 0.50 -1.46 1.85
H -4.24 -1.81 1.54
H -5.18 -4.09 1.47
H -3.94 -5.91 0.36
H -1.74 -5.47 -0.69
H -0.79 -3.20 -0.66
H -1.53 -1.79 3.08
H -1.83 -0.79 5.32
H -2.60 1.54 5.53
H -3.05 2.90 3.52
H -2.70 1.93 1.27
N 0.24 5.03 -4.78
C 0.90 3.84 -5.31
C 0.00 2.64 -5.05
N -0.38 2.70 -3.61
H 0.91 5.76 -4.56
H -0.50 3.70 -3.40
H -0.42 5.42 -5.44
H 1.84 3.70 -4.78
H 1.14 3.89 -6.38
H 0.52 1.70 -5.24
H -0.91 2.68 -5.65
H -1.24 2.19 -3.40
H 0.38 2.28 -3.01
O 0.79 -3.49 -2.01
N 1.93 -2.92 -2.22
C 3.02 -3.59 -1.95
C 2.97 -4.88 -1.34
N 2.94 -5.92 -0.84
C 4.27 -2.99 -2.29
N 5.27 -2.50 -2.58
*
```

---

#B
# C30H29N5OP2S2Tl

A molecular structure, C30H29N5OP2S2Tl (wB97M-V/def2-TZVPD, the OMol25 dataset).

* highest occupied orbital energy: -10.66 eV
* LUMO energy: -2.889 eV

ORCA input file:
```
! wB97M-V def2-TZVPD RIJCOSX def2/J DEFGRID3
* xyz 1 1
Tl -0.02 -2.72 -2.00
S 0.91 -1.73 1.04
P 1.85 -0.09 0.41
C 0.41 -0.42 -0.47
P -1.23 0.21 -0.14
S -2.60 -1.19 -0.45
C -1.41 1.00 1.47
C -1.67 0.23 2.60
C -1.81 0.82 3.85
C -1.70 2.20 3.97
C -1.44 2.98 2.85
C -1.30 2.39 1.61
C -1.29 1.48 -1.43
C -2.35 1.54 -2.33
C -2.35 2.49 -3.34
C -1.29 3.38 -3.46
C -0.23 3.32 -2.57
C -0.23 2.38 -1.55
C 3.34 -0.22 -0.55
C 4.58 -0.11 0.10
C 5.74 -0.26 -0.64
C 5.67 -0.53 -2.00
C 4.45 -0.64 -2.64
C 3.27 -0.49 -1.91
C 2.06 1.24 1.58
C 2.60 2.45 1.13
C 2.71 3.51 2.01
C 2.32 3.37 3.33
C 1.80 2.16 3.79
C 1.66 1.10 2.91
H -1.79 -0.84 2.50
H -2.02 0.22 4.72
H -1.82 2.67 4.94
H -1.36 4.05 2.94
H -1.12 3.01 0.74
H -3.15 0.82 -2.26
H -3.17 2.51 -4.04
H -1.30 4.11 -4.25
H 0.60 4.01 -2.67
H 0.60 2.36 -0.86
H 4.64 0.11 1.16
H 6.70 -0.18 -0.15
H 6.59 -0.65 -2.57
H 4.39 -0.85 -3.70
H 2.32 -0.57 -2.42
H 2.94 2.55 0.11
H 3.13 4.45 1.66
H 2.43 4.20 4.02
H 1.51 2.05 4.82
H 1.25 0.16 3.26
N -4.07 -4.81 2.94
C -4.08 -5.00 1.49
C -2.66 -4.85 0.99
N -2.12 -3.59 1.58
H -4.98 -4.54 3.28
H -2.55 -3.51 2.51
H -3.81 -5.66 3.42
H -4.71 -4.22 1.04
H -4.48 -5.96 1.15
H -2.62 -4.77 -0.10
H -2.02 -5.68 1.30
H -1.11 -3.59 1.65
H -2.39 -2.77 0.98
O 1.16 -1.70 -3.96
N -0.04 -1.23 -4.05
C -0.42 -0.73 -5.20
C 0.48 -0.65 -6.31
N 1.20 -0.56 -7.20
C -1.77 -0.27 -5.29
N -2.86 0.10 -5.35
*
```

---

#A (0.0099 hartree below the next structure)

---

#A
# C3H10N2O

2 unconnected molecules or ions with the total composition C3H10N2O (wB97M-V/def2-TZVPD, the OMol25 dataset).

* highest occupied orbital energy (spin up / spin down): -12.85 / -12.85 eV
* LUMO energy (spin up / spin down): -4.228 / -7.219 eV

ORCA input file:
```
! wB97M-V def2-TZVPD RIJCOSX def2/J DEFGRID3
* xyz 1 2
C -2.32 -0.58 0.22
C -1.87 -0.32 -1.10
N -1.54 -1.05 1.14
H -3.24 -0.16 0.61
H -2.56 -0.41 -1.92
H -0.80 -0.41 -1.24
H 1.09 0.23 1.52
H -0.52 -1.19 1.10
H -1.95 -1.14 2.07
N 2.63 1.29 -0.45
C 1.43 0.53 -0.40
O 1.35 -0.34 0.78
H 3.18 1.30 0.39
H 3.22 1.12 -1.25
H 1.32 -0.06 -1.30
H 0.57 1.19 -0.18
*
```

---

#B
# C3H10N2O

2 unconnected molecules or ions with the total composition C3H10N2O (wB97M-V/def2-TZVPD, the OMol25 dataset).

* highest occupied orbital energy (spin up / spin down): -14.06 / -15.11 eV
* LUMO energy (spin up / spin down): -6.227 / -6.918 eV

ORCA input file:
```
! wB97M-V def2-TZVPD RIJCOSX def2/J DEFGRID3
* xyz 1 2
C 1.29 -0.45 -1.02
C 0.27 -0.83 0.08
C -1.07 -0.41 0.30
N -1.47 0.47 1.26
N 1.00 -1.29 1.22
H 1.84 -1.31 -1.45
H 1.94 0.43 -0.88
H 0.59 -0.03 -1.80
H -1.96 -0.90 -0.11
H -2.29 0.91 1.01
H -1.54 0.11 2.23
H 1.06 -2.23 1.44
H 1.91 -0.94 1.45
H -0.49 1.72 -0.56
H -0.70 2.29 -2.01
O -0.37 2.46 -1.16
*
```

---

#A (0.0600 hartree below the next structure)

---

#A
# C3H10N2O

2 unconnected molecules or ions with the total composition C3H10N2O (wB97M-V/def2-TZVPD, the OMol25 dataset).

* highest occupied orbital energy (spin up / spin down): -13.34 / -13.32 eV
* LUMO energy (spin up / spin down): -3.423 / -8.637 eV

ORCA input file:
```
! wB97M-V def2-TZVPD RIJCOSX def2/J DEFGRID3
* xyz 1 2
C -1.77 0.66 0.61
C -1.78 0.38 -0.69
O -2.63 1.00 -1.58
H -1.63 -0.09 1.38
H -2.45 1.48 0.87
H -1.28 -0.47 -1.16
H -3.50 0.90 -1.16
N 1.70 0.85 0.21
C 1.58 -0.46 0.71
N 1.69 -1.51 -0.23
H 2.00 0.84 -0.77
H 0.77 1.28 0.09
H 2.41 -0.66 1.43
H 0.68 -0.53 1.35
H 2.08 -1.29 -1.15
H 2.12 -2.39 0.09
*
```

---

#B
# C3H10N2O

2 unconnected molecules or ions with the total composition C3H10N2O (wB97M-V/def2-TZVPD, the OMol25 dataset).

* highest occupied orbital energy (spin up / spin down): -13.59 / -13.54 eV
* LUMO energy (spin up / spin down): -3.402 / -8.491 eV

ORCA input file:
```
! wB97M-V def2-TZVPD RIJCOSX def2/J DEFGRID3
* xyz 1 2
O 0.86 -1.49 -1.01
C 0.06 -2.21 -0.43
C -1.40 -2.03 -0.27
H 0.45 -3.30 -0.46
H -2.12 -2.86 -0.55
H -1.82 -2.13 0.77
H -1.62 -1.09 -0.81
N 0.75 1.92 1.41
C 0.05 1.84 0.17
N 1.02 1.59 -1.03
H 1.13 1.06 1.73
H 0.44 2.55 2.21
H -0.74 2.57 -0.09
H -0.37 0.69 0.20
H 1.44 0.69 -0.82
H 1.86 2.21 -1.03
*
```

---

#A (0.0104 hartree below the next structure)